# 1
A molecular structure, C2H13O5 at a distorted geometry, computed with ωB97M-V/def2-TZVPD.

Values from the calculation:
2S+1   1
ΔE to the lowest compared entry with this formula, charge and spin   31.7 kcal per mole
Kohn-Sham gap   7.975 eV
Net charge   -1
E_HOMO   -0.186 Eh
E_LUMO   2.92 eV

```
20
C2H13O5 | OMol25 | ωB97M-V/def2-TZVPD
C -3.852 -0.770 -0.562
O -4.979 -0.886 -1.387
C -3.389 -2.174 -0.088
H -3.972 -0.093 0.306
H -2.952 -0.526 -1.154
H -4.209 -2.494 0.603
H -2.413 -1.915 0.311
H -3.406 -2.978 -0.831
H 2.424 2.232 -0.094
H 3.718 0.221 -0.091
O 2.597 1.428 0.409
H 2.590 2.057 1.550
H 3.050 2.110 3.157
O 2.783 2.758 2.493
H 1.685 -0.771 -0.718
H 4.461 -0.588 -1.291
O 4.318 -0.521 -0.345
H -4.849 -1.418 -2.171
H 1.549 0.547 -0.034
O 0.966 -0.129 -0.642
```

=====

# 2
A single C6H10O molecule, computed with ωB97M-V/def2-TZVPD.

Values from the calculation:
2S+1   1
ΔE to the lowest compared entry with this formula, charge and spin   101.7 kcal per mole
Kohn-Sham gap   8.401 eV
E_HOMO   -0.298 Eh
E_LUMO   0.29 eV

```
17
C6H10O | OMol25 | ωB97M-V/def2-TZVPD
C -2.005 1.059 -1.223
C -0.894 0.144 -0.760
C 0.298 0.647 -0.224
O -0.075 0.107 1.785
C 1.172 -0.433 1.553
C 1.282 -1.575 0.585
C 1.511 -0.160 0.100
H -1.908 1.285 -2.291
H -1.988 2.006 -0.674
H -2.987 0.602 -1.069
H -0.836 -0.847 -1.210
H -0.897 -0.079 0.492
H 0.362 1.709 0.008
H 1.931 -0.320 2.329
H 2.187 -2.176 0.614
H 0.387 -2.127 0.307
H 2.461 0.159 -0.323
```

=====

# 3
A molecular structure, C4H7NO2 at a distorted geometry, computed with ωB97M-V/def2-TZVPD.

Values from the calculation:
2S+1   1
ΔE to the lowest compared entry with this formula, charge and spin   86.4 kcal per mole
Kohn-Sham gap   10.350 eV
E_HOMO   -0.354 Eh
E_LUMO   0.71 eV

```
14
C4H7NO2 | OMol25 | ωB97M-V/def2-TZVPD
C 1.845 0.156 0.375
C 0.605 0.072 -0.529
C -0.430 -1.011 -0.140
C -0.573 1.097 -0.212
H 2.234 1.166 0.361
H 1.519 -0.028 1.379
H 2.626 -0.471 0.131
H 0.866 -0.015 -1.531
H -0.240 -1.185 0.996
H -0.437 -2.097 -0.679
H -3.280 0.260 -0.251
N -1.363 -0.012 -0.304
O -2.593 -0.209 0.400
O -0.779 2.276 0.005
```

=====

Question: The lowest E_HOMO belongs to which entry?
Answer: C4H7NO2

=====

Question: Among the records above, which one has the highest Kohn-Sham gap?
Answer: C4H7NO2

=====

Question: Which formula does entry 2 have?
Answer: C6H10O

=====

Question: The highest ΔE to the lowest compared entry with this formula, charge and spin belongs to which entry?
Answer: C6H10O